45
Properties=species:S:1:pos:R:3:nbo_charge:R:1 method="wB97M-V/def2-TZVPD" energy_ev=-25093.0207 fmax_ev_per_a=0.8 e_above_lowest_kcal_mol=60.9 orbital_gap_ev=8.8 multiplicity=1 charge=0 homo_ev=-8.09
C 3.25 0.61 -0.06 -0.24
O 4.39 -0.16 0.25 -0.50
C 4.28 -1.41 0.80 0.23
C 5.45 -1.89 1.38 -0.23
C 5.52 -3.14 1.96 -0.23
C 4.39 -3.93 1.98 -0.23
C 3.21 -3.48 1.41 -0.29
C 3.13 -2.23 0.80 0.30
O 2.00 -1.76 0.19 -0.54
C 0.84 -2.57 0.19 -0.06
C -0.26 -1.80 -0.55 -0.41
C -0.70 -0.56 0.22 -0.40
C -1.72 0.27 -0.56 -0.38
C -2.17 1.51 0.22 -0.41
C -3.16 2.31 -0.56 -0.15
C -4.57 2.21 -0.51 0.15
C -5.39 1.32 0.35 -0.64
N -5.12 3.06 -1.36 -0.28
N -4.11 3.69 -1.95 -0.34
C -2.90 3.28 -1.51 0.16
C -1.63 3.84 -2.04 -0.65
H 2.70 0.20 -0.91 0.18
H 3.64 1.59 -0.31 0.19
H 2.58 0.69 0.80 0.17
H 6.31 -1.24 1.35 0.22
H 6.44 -3.48 2.40 0.21
H 4.41 -4.91 2.44 0.21
H 2.35 -4.12 1.43 0.22
H 1.04 -3.52 -0.33 0.18
H 0.52 -2.78 1.22 0.17
H -1.11 -2.46 -0.71 0.21
H 0.13 -1.50 -1.53 0.21
H 0.17 0.06 0.43 0.20
H -1.14 -0.86 1.18 0.19
H -1.29 0.58 -1.51 0.19
H -2.60 -0.35 -0.78 0.20
H -1.29 2.12 0.44 0.20
H -2.61 1.20 1.17 0.21
H -5.17 1.50 1.40 0.22
H -5.16 0.27 0.14 0.21
H -6.44 1.50 0.16 0.23
H -4.30 4.40 -2.65 0.40
H -1.38 3.38 -2.99 0.22
H -1.72 4.91 -2.18 0.22
H -0.82 3.64 -1.34 0.23

45
Properties=species:S:1:pos:R:3:nbo_charge:R:1 method="wB97M-V/def2-TZVPD" energy_ev=-25095.4829 fmax_ev_per_a=0.6 e_above_lowest_kcal_mol=4.2 orbital_gap_ev=10.0 multiplicity=1 charge=0 homo_ev=-9.26
C -2.61 -3.16 0.70 -0.62
C -2.54 -1.65 0.89 -0.39
C -2.56 -0.88 -0.43 -0.41
C -1.35 -1.15 -1.33 -0.23
N -0.10 -0.85 -0.69 -0.63
C 0.73 -1.81 -0.24 0.67
O 0.52 -3.00 -0.39 -0.65
C 2.01 -1.33 0.46 -0.12
C 3.23 -1.77 -0.37 -0.39
C 3.56 -0.52 -1.17 -0.51
C 3.09 0.62 -0.27 0.70
O 3.47 1.77 -0.32 -0.62
N 2.15 0.11 0.56 -0.46
C 1.59 0.79 1.72 -0.20
C 1.20 2.25 1.47 -0.45
C 0.03 2.40 0.53 -0.03
C -1.26 2.48 1.03 -0.17
C -2.34 2.64 0.17 -0.21
C -2.13 2.70 -1.20 -0.23
C -0.85 2.60 -1.70 -0.21
C 0.23 2.46 -0.84 -0.24
H -2.73 -3.65 1.67 0.21
H -3.46 -3.43 0.08 0.19
H -1.70 -3.54 0.24 0.23
H -1.63 -1.40 1.44 0.19
H -3.39 -1.32 1.49 0.20
H -2.60 0.19 -0.22 0.21
H -3.46 -1.14 -0.99 0.20
H -1.32 -2.21 -1.60 0.23
H -1.44 -0.55 -2.24 0.20
H 0.12 0.13 -0.52 0.43
H 2.02 -1.79 1.45 0.22
H 3.00 -2.64 -0.98 0.24
H 4.06 -2.02 0.29 0.21
H 4.62 -0.41 -1.41 0.24
H 3.00 -0.47 -2.11 0.23
H 2.32 0.76 2.54 0.20
H 0.70 0.23 2.03 0.21
H 0.95 2.69 2.43 0.22
H 2.06 2.78 1.06 0.26
H -1.43 2.44 2.10 0.20
H -3.34 2.72 0.57 0.22
H -2.97 2.83 -1.87 0.22
H -0.68 2.66 -2.77 0.22
H 1.23 2.42 -1.24 0.24

46
Properties=species:S:1:pos:R:3:nbo_charge:R:1 method="wB97M-V/def2-TZVPD" energy_ev=-27142.2160 fmax_ev_per_a=0.6 e_above_lowest_kcal_mol=24.6 orbital_gap_ev=9.5 multiplicity=1 charge=0 homo_ev=-8.80
C 1.25 -0.68 4.06 -0.61
C 0.98 0.82 3.96 -0.41
C -0.41 1.10 3.39 -0.08
O -0.44 0.65 2.04 -0.52
C -1.61 0.25 1.54 0.81
O -2.64 0.20 2.17 -0.60
C -1.46 -0.15 0.09 -0.49
C -0.86 1.00 -0.75 -0.16
C -1.85 2.16 -0.64 0.67
O -1.83 2.92 0.30 -0.61
N -2.78 2.22 -1.61 -0.62
C -2.69 1.41 -2.80 -0.22
C -1.22 1.25 -3.15 -0.21
N -0.57 0.52 -2.09 -0.45
C 0.87 0.36 -2.32 -0.25
C 1.48 -0.59 -1.33 0.04
C 2.33 -0.11 -0.34 -0.22
C 2.86 -0.96 0.61 -0.22
C 2.55 -2.30 0.58 -0.20
C 1.71 -2.79 -0.40 -0.22
C 1.16 -1.95 -1.36 -0.02
C 0.25 -2.50 -2.42 -0.65
H 0.52 -1.16 4.71 0.20
H 2.24 -0.86 4.46 0.21
H 1.19 -1.14 3.07 0.22
H 1.72 1.28 3.31 0.20
H 1.04 1.27 4.95 0.21
H -1.19 0.58 3.96 0.20
H -0.62 2.17 3.39 0.20
H -2.44 -0.45 -0.29 0.23
H -0.78 -1.01 0.04 0.25
H 0.05 1.33 -0.24 0.24
H -3.49 2.93 -1.53 0.41
H -3.23 1.90 -3.61 0.21
H -3.14 0.42 -2.63 0.19
H -1.11 0.68 -4.08 0.21
H -0.78 2.25 -3.30 0.17
H 1.39 1.33 -2.27 0.18
H 0.99 -0.03 -3.34 0.21
H 2.58 0.94 -0.32 0.21
H 3.52 -0.56 1.37 0.21
H 2.96 -2.97 1.33 0.21
H 1.46 -3.84 -0.42 0.21
H -0.02 -3.53 -2.20 0.22
H -0.65 -1.90 -2.49 0.24
H 0.74 -2.47 -3.39 0.22

48
Properties=species:S:1:pos:R:3:nbo_charge:R:1 method="wB97M-V/def2-TZVPD" energy_ev=-31236.2605 fmax_ev_per_a=2.8 e_above_lowest_kcal_mol=45.3 orbital_gap_ev=9.5 multiplicity=1 charge=0 homo_ev=-9.12
C -4.40 -3.85 -0.64 -0.27
O -4.49 -2.44 -0.90 -0.49
C -3.43 -1.99 -1.59 0.80
O -2.42 -2.64 -1.88 -0.63
C -3.42 -0.48 -1.91 -0.14
C -3.64 -0.32 -3.40 -0.61
N -2.15 0.15 -1.48 -0.63
C -2.04 1.13 -0.52 0.66
O -3.04 1.70 -0.17 -0.62
C -0.71 1.55 0.01 -0.21
C -0.70 2.74 0.75 -0.16
C 0.51 3.19 1.25 -0.15
C 1.74 2.55 1.03 -0.11
C 2.99 3.01 1.64 0.66
O 3.30 4.15 1.40 -0.59
N 3.86 2.17 2.36 -0.45
C 5.13 2.65 2.82 -0.41
C 3.33 0.89 2.88 -0.41
C 1.69 1.46 0.16 -0.28
C 0.50 0.91 -0.32 0.40
O 0.54 -0.17 -1.16 -0.55
C 1.15 -1.34 -0.57 0.11
C 1.32 -2.40 -1.61 -0.63
C 0.27 -1.89 0.58 -0.65
H -3.62 -4.14 0.07 0.19
H -5.37 -4.26 -0.27 0.20
H -4.17 -4.38 -1.56 0.20
H -4.32 -0.10 -1.41 0.25
H -3.68 0.76 -3.61 0.23
H -4.62 -0.76 -3.69 0.21
H -2.85 -0.78 -4.01 0.22
H -1.29 -0.43 -1.64 0.43
H -1.61 3.32 0.98 0.25
H 0.55 4.10 1.89 0.22
H 4.98 3.23 3.74 0.19
H 5.55 3.35 2.08 0.23
H 5.86 1.88 2.99 0.20
H 3.37 0.11 2.06 0.19
H 3.89 0.51 3.76 0.21
H 2.32 0.97 3.19 0.21
H 2.65 1.03 -0.09 0.22
H 2.16 -1.09 -0.19 0.17
H 1.75 -3.32 -1.18 0.22
H 0.36 -2.66 -2.11 0.23
H 2.02 -1.99 -2.33 0.21
H 0.78 -2.76 1.00 0.22
H -0.74 -2.17 0.22 0.23
H 0.16 -1.13 1.35 0.21

53
Properties=species:S:1:pos:R:3:nbo_charge:R:1 method="wB97M-V/def2-TZVPD" energy_ev=-57493.3444 fmax_ev_per_a=2.0 orbital_gap_ev=8.0 multiplicity=1 charge=+1 homo_ev=-11.74
C -2.24 0.01 1.80 -0.61
C -2.20 0.47 0.33 -0.22
C -3.53 1.13 -0.10 -0.61
C -1.02 1.43 0.16 -0.44
C -0.53 1.61 -1.27 -0.24
N -0.52 0.34 -2.08 -0.77
S 0.18 0.61 -3.71 0.25
P 0.46 -0.99 -1.31 1.42
N 1.97 -0.82 -1.66 -1.25
H -3.25 -0.13 2.14 0.22
H -1.65 -0.89 1.96 0.21
H -1.80 0.77 2.42 0.23
H -2.09 -0.44 -0.27 0.16
H -3.43 2.21 -0.12 0.21
H -4.34 0.85 0.56 0.23
H -3.83 0.78 -1.08 0.20
H -1.37 2.40 0.47 0.25
H -0.21 1.20 0.84 0.24
H 0.50 1.96 -1.26 0.23
H -1.10 2.35 -1.81 0.24
H -1.48 0.05 -2.30 0.45
H 1.36 1.04 -3.27 0.17
H 0.15 -1.00 0.05 -0.01
H -0.12 -2.13 -1.87 -0.01
H 2.48 -0.72 -0.78 0.40
C -0.92 4.12 3.75 -0.41
C -1.07 5.06 4.70 0.35
C -0.29 5.04 5.98 0.47
O -0.48 5.94 6.77 -0.51
C 0.64 3.94 6.20 -0.37
C 0.79 3.00 5.26 0.31
C 0.02 3.04 3.97 0.49
O 0.22 2.15 3.15 -0.60
O 1.62 1.97 5.39 -0.62
O -1.91 6.08 4.57 -0.61
H -1.48 4.13 2.83 0.23
H 1.19 3.92 7.13 0.25
H 1.54 1.44 4.57 0.50
H -1.82 6.61 5.39 0.51
C 2.81 -3.74 -3.56 -0.41
C 3.05 -4.11 -4.83 0.34
C 2.35 -5.29 -5.46 0.47
O 2.61 -5.54 -6.62 -0.51
C 1.41 -6.05 -4.65 -0.37
C 1.18 -5.68 -3.38 0.31
C 1.86 -4.49 -2.77 0.48
O 1.57 -4.20 -1.61 -0.59
O 0.35 -6.33 -2.58 -0.62
O 3.89 -3.47 -5.62 -0.62
H 3.29 -2.89 -3.10 0.25
H 0.93 -6.90 -5.10 0.25
H 0.38 -5.87 -1.72 0.50
H 3.88 -3.95 -6.48 0.51

49
Properties=species:S:1:pos:R:3:nbo_charge:R:1 method="wB97M-V/def2-TZVPD" energy_ev=-40004.8084 fmax_ev_per_a=8.3 e_above_lowest_kcal_mol=0.0 orbital_gap_ev="9.2 / 6.0" multiplicity=4 charge=+4 homo_ev="-22.76 / -22.67"
N 0.71 1.66 -0.67 -0.58
C 0.64 2.81 -0.48 0.62
C 0.61 4.23 -0.37 -0.78
H -0.42 4.59 -0.42 0.32
H 1.18 4.68 -1.20 0.33
H 1.06 4.55 0.57 0.32
N 2.00 -1.46 -1.01 -0.50
C 2.94 -2.07 -1.36 0.71
C 4.14 -2.85 -1.17 -0.77
H 4.92 -2.47 -1.85 0.34
H 3.92 -3.91 -1.41 0.34
H 4.48 -2.77 -0.12 0.34
N -1.41 -1.43 -0.65 -0.58
C -2.46 -1.89 -0.48 0.62
C -3.77 -2.46 -0.34 -0.77
H -3.75 -3.24 0.42 0.32
H -4.08 -2.90 -1.29 0.32
H -4.48 -1.69 -0.05 0.32
Re 0.66 -0.58 -0.11 0.98
C 0.50 -2.13 1.02 0.65
O 0.37 -3.04 1.74 -0.26
C 2.00 0.12 1.07 0.64
O 2.77 0.57 1.82 -0.28
C 0.94 0.89 -3.20 0.04
C -0.46 0.97 -3.06 -0.16
C -1.21 -0.20 -3.07 -0.17
C -0.57 -1.44 -3.20 0.04
C 0.81 -1.52 -3.26 -0.21
C 1.57 -0.34 -3.26 -0.17
H 1.53 1.80 -3.29 0.27
H -0.96 1.94 -3.03 0.27
H -2.30 -0.14 -3.03 0.28
H -1.16 -2.36 -3.29 0.27
H 1.29 -2.49 -3.35 0.26
H 2.66 -0.38 -3.36 0.26
C -2.71 1.17 3.02 -1.01
P -0.97 0.89 2.74 1.93
C -0.08 2.43 2.95 -1.02
C -0.37 -0.29 3.94 -1.02
O -0.84 0.38 1.29 -1.05
H -3.07 1.95 2.33 0.28
H -2.88 1.51 4.04 0.31
H -3.27 0.25 2.85 0.28
H -0.18 2.76 4.00 0.32
H 0.98 2.29 2.71 0.25
H -0.52 3.20 2.30 0.26
H -0.87 -1.25 3.80 0.28
H 0.71 -0.42 3.82 0.25
H -0.57 0.09 4.95 0.32

47
Properties=species:S:1:pos:R:3:nbo_charge:R:1 method="wB97M-V/def2-TZVPD" energy_ev=-44057.5890 fmax_ev_per_a=1.3 e_above_lowest_kcal_mol=9.1 orbital_gap_ev="7.4 / 6.9" multiplicity=5 charge=+2 homo_ev="-13.06 / -14.80"
Rh 0.65 -0.15 -0.61 0.67
C 3.95 1.01 -1.69 -0.93
P 3.00 -0.18 -0.69 0.96
C 3.97 -1.73 -0.82 -0.93
C 3.32 0.40 1.05 -0.70
C 2.59 -0.43 2.09 -0.72
P 0.77 -0.59 1.74 0.91
C -0.07 0.38 3.05 -0.93
C 0.41 -2.31 2.23 -0.94
H 3.90 0.74 -2.75 0.27
H 4.99 1.01 -1.37 0.26
H 3.53 2.01 -1.57 0.26
H 3.99 -2.07 -1.85 0.27
H 3.54 -2.51 -0.20 0.25
H 4.99 -1.53 -0.49 0.26
H 3.01 1.45 1.10 0.24
H 4.40 0.37 1.23 0.26
H 2.71 0.02 3.08 0.27
H 3.00 -1.44 2.12 0.25
H 0.20 -0.04 4.02 0.26
H -1.14 0.32 2.91 0.25
H 0.24 1.42 3.01 0.26
H 0.79 -2.50 3.24 0.26
H 0.87 -3.01 1.53 0.25
H -0.67 -2.47 2.23 0.26
C -2.80 4.46 -0.86 -0.24
C -3.98 3.72 -0.85 -0.12
C -3.97 2.31 -0.88 -0.24
C -2.73 1.75 -0.94 0.37
N -1.56 2.51 -0.93 -0.35
C -1.56 3.85 -0.89 0.06
C -2.12 -0.77 -1.08 0.38
C -3.38 -1.37 -1.12 -0.25
C -3.44 -2.75 -1.21 -0.10
C -2.26 -3.48 -1.27 -0.25
C -1.06 -2.81 -1.25 0.07
N -0.99 -1.49 -1.14 -0.53
H -2.85 5.54 -0.83 0.26
H -4.93 4.23 -0.82 0.25
H -4.88 1.74 -0.83 0.26
H -0.63 4.39 -0.88 0.25
H -4.26 -0.76 -1.08 0.24
H -4.40 -3.25 -1.21 0.25
H -2.28 -4.56 -1.35 0.26
H -0.12 -3.35 -1.31 0.22
N -1.96 0.58 -0.95 -0.44
C -0.78 1.35 -0.91 0.11

48
Properties=species:S:1:pos:R:3:nbo_charge:R:1 method="wB97M-V/def2-TZVPD" energy_ev=-38896.4033 fmax_ev_per_a=16.5 e_above_lowest_kcal_mol=349.7 orbital_gap_ev=8.8 multiplicity=1 charge=0 homo_ev=-8.21
C 4.09 0.67 2.29 -0.24
O 3.55 1.15 0.98 -0.56
C 3.64 0.41 -0.08 -0.02
C 2.98 1.26 -1.36 -0.23
N 1.75 1.32 -1.19 -0.43
C 0.94 0.29 -1.21 0.23
S 1.32 -1.39 -1.76 0.31
C -0.05 -2.27 -2.08 -0.73
C -0.99 -2.77 -0.92 0.70
O -0.96 -3.90 -0.50 -0.60
N -1.74 -1.71 -0.57 -0.66
C -2.56 -1.73 0.85 0.08
C -2.95 -2.70 1.59 -0.19
C -3.68 -2.90 2.51 -0.20
C -4.03 -1.50 3.16 -0.21
C -3.76 -0.37 2.53 -0.05
C -4.25 0.91 2.95 -0.64
C -2.94 -0.52 1.23 -0.18
N -0.44 0.64 -1.39 -0.37
N -0.35 1.98 -1.20 -0.27
C 0.84 2.34 -1.05 0.34
C 1.39 3.62 -1.02 -0.26
C 2.09 4.31 -2.29 -0.53
C 2.13 4.03 0.49 -0.60
H 5.00 0.32 2.19 0.17
H 3.92 1.53 3.08 0.21
H 3.32 -0.10 2.63 0.18
H 3.21 -0.48 0.01 0.15
H 4.60 0.09 -0.22 0.14
H 3.66 2.16 -1.41 0.24
H 3.39 0.62 -2.13 0.22
H -0.81 -1.52 -2.53 0.26
H 0.27 -3.14 -2.60 0.27
H -1.30 -0.77 -0.67 0.44
H -2.49 -3.82 1.11 0.23
H -3.85 -3.76 3.31 0.23
H -4.88 -1.46 3.81 0.19
H -4.08 1.18 4.05 0.22
H -5.32 1.12 2.83 0.22
H -3.71 1.59 2.36 0.22
H -2.68 0.54 0.72 0.22
H 0.40 4.22 -0.80 0.24
H 2.92 4.10 -2.15 0.16
H 1.56 3.92 -3.06 0.21
H 2.00 5.44 -2.17 0.21
H 2.19 5.15 0.62 0.22
H 2.99 3.47 0.52 0.21
H 1.32 3.58 1.16 0.21

53
Properties=species:S:1:pos:R:3:nbo_charge:R:1 method="wB97M-V/def2-TZVPD" energy_ev=-57932.2758 fmax_ev_per_a=1.7 e_above_lowest_kcal_mol=5.9 orbital_gap_ev=9.0 multiplicity=1 charge=0 homo_ev=-8.78
C -3.93 -2.04 -0.87 -0.26
O -4.04 -1.30 -2.06 -0.53
C -3.78 0.07 -1.92 -0.08
C -2.29 0.40 -1.68 -0.26
N -1.91 0.32 -0.29 -0.70
C -2.26 1.37 0.64 -0.26
C -3.31 0.91 1.67 -0.07
O -4.62 0.85 1.18 -0.54
C -5.29 2.09 1.15 -0.25
S -0.62 -0.59 0.17 2.33
O -0.37 -1.58 -0.84 -0.95
O -0.84 -1.04 1.52 -0.94
C 0.79 0.53 0.17 -0.25
C 1.20 1.06 -1.04 -0.21
C 2.37 1.80 -1.09 -0.19
C 3.11 1.99 0.07 -0.10
C 4.47 2.61 -0.03 0.68
O 4.72 3.78 0.08 -0.54
N 5.47 1.69 -0.28 -0.62
C 5.36 0.33 -0.39 0.61
N 6.34 -0.49 -0.56 -0.33
N 5.80 -1.73 -0.60 -0.27
C 4.53 -1.61 -0.44 0.44
C 3.49 -2.64 -0.34 -0.57
S 2.80 -2.60 1.37 0.18
C 1.35 -3.65 1.09 -0.74
O 4.17 -0.30 -0.31 -0.43
C 2.65 1.51 1.29 -0.18
C 1.48 0.77 1.34 -0.20
H -4.50 -1.57 -0.06 0.18
H -2.88 -2.14 -0.55 0.17
H -4.34 -3.02 -1.09 0.19
H -4.38 0.49 -1.10 0.19
H -4.09 0.52 -2.87 0.19
H -1.69 -0.33 -2.21 0.25
H -2.07 1.41 -2.07 0.19
H -2.64 2.23 0.08 0.21
H -1.36 1.67 1.18 0.21
H -3.26 1.57 2.54 0.17
H -3.05 -0.11 1.98 0.22
H -6.31 1.88 0.82 0.20
H -4.83 2.80 0.46 0.16
H -5.33 2.54 2.15 0.17
H 0.63 0.86 -1.93 0.23
H 2.72 2.20 -2.03 0.23
H 6.42 2.04 -0.35 0.44
H 2.66 -2.42 -1.02 0.24
H 3.92 -3.62 -0.54 0.25
H 0.81 -3.68 2.03 0.24
H 0.72 -3.21 0.33 0.24
H 1.68 -4.65 0.81 0.21
H 3.23 1.67 2.19 0.23
H 1.12 0.33 2.26 0.25

56
Properties=species:S:1:pos:R:3:nbo_charge:R:1 method="wB97M-V/def2-TZVPD" energy_ev=-99549.0570 fmax_ev_per_a=0.8 orbital_gap_ev=5.8 multiplicity=1 charge=-2 homo_ev=-1.44
Pd 0.43 0.98 0.09 0.27
S 1.90 -6.17 1.12 -0.26
C 1.54 -4.56 0.87 -0.57
S 1.92 -3.30 1.97 0.48
C 1.27 -1.94 1.08 -0.43
C 0.70 -2.26 -0.11 -0.45
S -0.04 -1.15 -1.23 -0.45
S 0.74 -3.96 -0.52 0.46
S 1.39 -0.37 1.82 -0.40
N 2.62 1.06 -2.12 -0.82
C 3.40 0.05 -1.67 0.67
N 3.13 -1.19 -2.17 -0.83
N 4.43 0.20 -0.87 -0.66
C 4.49 1.35 -0.21 0.44
N 4.61 2.32 0.42 -0.50
H 1.66 0.78 -2.32 0.42
H 2.64 1.91 -1.56 0.42
H 2.12 -1.36 -2.23 0.42
H 3.57 -1.90 -1.60 0.39
C 1.64 6.07 4.04 -0.61
C 2.69 5.23 3.33 -0.21
N 2.12 4.31 2.35 -0.44
C 2.20 2.89 2.66 -0.24
C 1.29 2.48 3.80 -0.63
C 1.78 4.85 1.15 0.68
O 1.99 6.04 0.93 -0.68
C 1.10 4.01 0.11 -0.18
C 1.35 4.34 -1.19 -0.17
C 0.62 3.72 -2.23 -0.37
C -0.37 2.85 -1.89 0.03
N -0.74 2.54 -0.62 -0.52
C 0.08 3.02 0.40 -0.14
H 2.11 6.74 4.76 0.19
H 0.93 5.43 4.57 0.20
H 1.09 6.66 3.31 0.22
H 3.24 4.62 4.05 0.19
H 3.40 5.88 2.83 0.21
H 3.24 2.66 2.89 0.20
H 1.97 2.32 1.76 0.27
H 1.55 2.99 4.73 0.18
H 1.36 1.41 3.96 0.24
H 0.25 2.72 3.57 0.20
H 2.09 5.11 -1.40 0.22
H 0.83 3.93 -3.27 0.20
H -0.96 2.36 -2.66 0.18
H -0.40 3.09 1.38 0.19
C -2.14 0.55 3.14 -0.84
S -2.95 0.16 1.59 1.28
C -2.34 -1.52 1.49 -0.84
O -4.42 0.06 1.90 -1.03
H -2.47 -0.16 3.90 0.21
H -2.44 1.56 3.42 0.22
H -1.06 0.50 2.98 0.27
H -1.25 -1.51 1.62 0.26
H -2.57 -1.91 0.51 0.24
H -2.84 -2.09 2.28 0.21